(1)
102
Properties=species:S:1:pos:R:3:forces:R:3 method="wB97M-V/def2-TZVPD" charge=+1 relative_energy_ev=0.000 homo_lumo_gap_ha=0.2117 energy_ha=-2047.79428
C -2.66718 -3.54294 3.34899 0.1 0.0 0.1
C -1.40994 -3.33218 2.48590 -0.1 0.0 0.0
C -0.73089 -1.99216 2.82873 -0.1 -0.4 0.0
C -0.41086 -1.89764 4.33419 -0.3 0.1 -0.2
P 0.31603 -0.27546 4.83753 0.1 -0.2 0.4
C 1.89641 -0.33230 3.84572 0.0 0.1 0.1
C 2.81812 0.81532 4.29132 0.3 0.1 -0.2
C 4.14534 0.81490 3.50930 0.0 -0.1 0.2
C 4.88587 -0.51436 3.71389 -0.1 0.0 -0.1
C 3.99823 -1.68575 3.26188 0.0 0.1 0.3
C 2.63748 -1.68005 3.99327 0.1 0.0 -0.2
C -0.70584 0.96431 3.87778 0.0 0.0 0.1
C -2.23342 0.77189 4.01186 -0.1 0.1 -0.2
C -3.02694 1.85132 3.24656 0.1 0.1 0.3
C -2.62202 3.26267 3.70159 0.1 0.0 -0.1
C -1.10507 3.45341 3.54946 -0.1 -0.1 0.2
C -0.35049 2.38166 4.35883 -0.1 0.3 -0.1
C -1.61460 -2.21331 5.24018 -0.3 -0.4 0.1
C -2.29776 -3.54006 4.84444 0.0 0.2 -0.1
H -3.37980 -2.73107 3.15105 0.1 0.0 0.0
H -3.19380 -4.46691 3.07053 0.3 0.1 0.1
H -0.70158 -4.14665 2.68126 0.0 0.0 0.1
H -1.64747 -3.39946 1.41475 0.0 0.1 0.2
H 0.18006 -1.85514 2.23081 0.0 -0.2 0.2
H -1.37846 -1.16750 2.52000 -0.1 -0.2 0.1
H 0.36052 -2.63768 4.57592 -0.1 0.0 0.0
H 1.61050 -0.18831 2.79750 0.2 0.0 -0.2
H 2.32811 1.78695 4.18747 0.1 -0.2 -0.1
H 3.01392 0.70247 5.36593 0.1 0.0 -0.1
H 3.92885 0.94418 2.44070 0.0 0.0 0.0
H 4.77294 1.67359 3.78530 -0.1 -0.2 0.1
H 5.84861 -0.51489 3.18267 -0.2 0.0 0.0
H 5.12906 -0.63278 4.77773 -0.1 0.0 -0.1
H 3.82576 -1.61005 2.18089 -0.1 0.1 0.0
H 4.51590 -2.64477 3.40512 -0.2 0.2 0.1
H 2.78148 -1.88535 5.06174 0.1 0.1 0.0
H 2.02631 -2.50792 3.61272 0.2 0.2 0.0
H -0.41708 0.85426 2.82585 -0.1 0.1 -0.2
H -2.55102 -0.21737 3.66746 0.1 0.3 0.0
H -2.49126 0.80959 5.07727 0.0 0.1 0.0
H -2.83545 1.74774 2.17177 0.1 0.0 0.0
H -4.10922 1.69756 3.36041 0.2 0.0 0.1
H -3.17463 4.03477 3.14807 0.1 -0.2 0.0
H -2.89642 3.39253 4.75655 0.1 0.0 -0.1
H -0.83424 3.35620 2.48987 0.0 0.0 0.0
H -0.79414 4.46711 3.83734 -0.1 -0.2 0.1
H -0.62489 2.45599 5.41972 0.0 0.0 -0.1
H 0.72578 2.56929 4.33165 -0.2 0.0 -0.1
H -1.28677 -2.24266 6.29088 0.0 -0.1 -0.3
H -2.34353 -1.39949 5.20740 0.0 -0.2 -0.1
H -3.18500 -3.72767 5.46642 0.2 0.2 -0.2
H -1.61410 -4.37344 5.05103 0.0 0.1 -0.1
C 4.23125 0.46235 -5.56124 -0.3 -0.3 0.1
C 5.38649 0.27343 -4.55800 0.0 0.1 0.5
N 4.88753 0.04743 -3.19135 -2.0 0.8 0.0
C 5.56298 -0.67049 -2.09439 -0.2 0.2 -0.4
C 4.58896 -0.52216 -0.89514 0.0 0.0 0.4
C 3.37406 0.16961 -1.46377 -0.4 0.0 0.1
C 2.15188 0.47968 -0.93078 0.7 -0.2 -0.3
C 1.16820 1.11978 -1.73581 -0.6 0.4 0.1
C -0.10837 1.37105 -1.17810 0.1 0.1 -0.9
C -1.30551 1.74501 -1.83588 0.6 -0.4 0.1
C -2.39027 2.22631 -1.05131 -0.7 0.3 -0.4
C -3.53639 2.66076 -1.66229 0.4 -0.1 0.2
C -3.61557 2.63321 -3.06466 -1.8 1.1 -0.3
N -4.80250 3.18587 -3.50869 2.0 -0.8 0.1
C -5.09942 3.29013 -4.94678 -0.1 -0.2 0.5
C -3.81316 3.28672 -5.79703 0.3 0.2 0.2
C -2.76080 2.22881 -5.36611 -0.2 -0.2 -0.4
C -2.59458 2.13812 -3.87566 0.3 0.1 -0.2
C -1.47278 1.65332 -3.24694 -0.6 0.2 0.1
C -5.61492 3.68557 -2.38380 0.3 -0.1 -0.4
C -4.82135 3.24285 -1.12542 0.0 -0.1 0.4
C 1.51449 1.49573 -3.06534 0.6 -0.2 0.2
C 2.72081 1.15129 -3.62590 -0.3 0.0 -0.3
C 3.63591 0.49015 -2.80640 1.9 -1.0 -0.3
C 3.09066 1.39146 -5.06264 0.3 0.3 -0.3
H 4.62751 0.82759 -6.51883 0.0 0.0 0.4
H 3.80851 -0.52602 -5.78278 0.0 0.1 0.1
H 6.02012 -0.57654 -4.83223 -0.2 0.1 -0.1
H 6.04083 1.15125 -4.54186 0.0 0.0 -0.1
H 5.70983 -1.71209 -2.39285 0.0 0.0 0.1
H 6.54062 -0.21581 -1.91609 -0.1 -0.1 0.1
H 4.31812 -1.48368 -0.44362 0.2 0.2 -0.1
H 5.02251 0.10227 -0.10698 0.0 -0.2 -0.1
H 1.92376 0.19678 0.08176 -0.2 0.0 0.3
H -0.17835 1.27046 -0.10809 0.0 -0.1 0.4
H -2.29311 2.30197 0.01624 0.1 -0.1 0.3
H -5.75241 2.45517 -5.22068 0.0 0.0 -0.1
H -5.68398 4.20198 -5.10713 0.2 0.0 0.0
H -4.06973 3.15498 -6.85738 0.0 -0.1 0.4
H -3.35900 4.28404 -5.73281 0.0 -0.2 0.1
H -3.03110 1.24078 -5.75662 -0.1 0.1 0.0
H -1.78674 2.46986 -5.81344 -0.3 0.0 0.0
H -0.73867 1.14604 -3.84543 0.1 0.0 -0.1
H -5.70082 4.77216 -2.46782 -0.1 0.0 0.1
H -6.61580 3.24993 -2.44114 0.1 0.1 0.2
H -5.36165 2.46771 -0.57174 0.0 0.2 0.0
H -4.62261 4.06725 -0.43024 -0.2 -0.1 -0.2
H 0.85145 2.11753 -3.63693 -0.1 0.1 -0.1
H 3.37371 2.44334 -5.18826 0.1 -0.1 0.0
H 2.19657 1.24836 -5.68520 0.3 0.0 0.1

***

(2)
34
Properties=species:S:1:pos:R:3:forces:R:3 method="wB97M-V/def2-TZVPD" charge=+4 relative_energy_ev=0.124 homo_lumo_gap_ha="0.2395 / 0.2437" energy_ha=-3656.52436 multiplicity=2
I 3.06212 -1.27294 -0.04970 0.2 0.4 0.3
I 3.26576 1.57565 -0.33075 0.0 -1.2 0.3
Ti 0.59927 1.66931 0.71967 2.1 -0.8 2.2
Al 0.15227 -1.98034 0.44054 0.1 1.4 -0.2
S -0.31575 0.03849 -0.54808 -0.3 -1.6 -0.2
C -1.48917 -2.86454 -0.67699 -4.9 -2.1 -3.2
C -0.99360 -2.21281 2.09450 -4.3 -2.7 3.8
C -0.07285 -0.14021 -2.59167 -0.5 0.2 -2.1
C 0.79568 1.00656 -3.04312 0.5 0.2 0.6
C -1.50520 0.00938 -3.07300 -0.2 0.0 0.6
C 0.51147 -1.49916 -2.91673 0.4 -0.1 0.9
C -0.61318 2.38994 2.44712 -4.2 4.8 2.7
C -0.89997 2.70968 -0.28375 -6.8 4.6 -4.2
O -1.76252 -2.53500 2.90111 3.5 1.5 -3.8
O -2.45264 -3.16017 -1.25503 5.1 1.5 3.2
O -1.32106 3.04461 3.09210 3.4 -3.3 -2.8
O -1.82585 3.17957 -0.83379 5.5 -2.8 3.3
H 0.89483 0.96889 -4.14019 -0.2 0.0 0.3
H 1.80877 0.93870 -2.63197 -0.2 -0.1 -0.3
H 0.37605 1.98153 -2.76813 0.0 -0.1 -0.2
H -1.50089 0.01034 -4.17220 0.1 0.0 0.2
H -1.95836 0.94554 -2.72030 0.0 -0.2 -0.3
H -2.11867 -0.83445 -2.74130 -0.1 0.2 -0.2
H 0.62624 -1.58736 -4.01366 -0.2 0.0 0.4
H -0.13303 -2.31512 -2.56018 0.1 0.1 -0.5
H 1.50536 -1.61760 -2.46515 -0.2 0.0 -0.4
F 0.14805 -0.24581 5.77161 0.8 0.8 -1.7
C 0.85045 0.46400 4.86809 0.6 -0.1 3.1
F 0.48818 1.76235 4.93853 0.4 -1.4 -0.6
F 2.17011 0.33273 5.12620 -1.9 0.1 -1.0
S 0.44548 -0.14479 3.13938 1.1 0.8 3.2
O 0.82415 -1.54829 3.04695 0.1 0.2 -1.0
O -0.93734 0.19387 2.88107 0.1 -0.6 -0.7
O 1.37588 0.73749 2.34883 -0.1 0.1 -1.5

***

(3)
18
Properties=species:S:1:pos:R:3:forces:R:3 method="wB97M-V/def2-TZVPD" charge=0 relative_energy_ev=3.403 homo_lumo_gap_ha=0.3114 energy_ha=-1139.19434
C 2.41650 0.93447 -0.90835 0.3 0.1 0.3
C 3.27137 -0.14276 -0.93986 -3.7 1.1 2.8
C 1.60322 0.90950 0.28836 0.9 -4.1 -1.1
C 0.61094 1.82116 0.71725 -3.1 3.4 1.5
C -1.37347 -0.06707 0.58060 0.4 -1.1 0.3
C -2.95855 -1.95862 0.16723 3.3 -2.5 -0.6
N 1.61040 -0.26910 0.90386 2.1 -0.1 0.4
N -2.42723 -0.63578 0.04408 -1.8 3.1 0.1
S -1.11529 1.56768 0.08118 0.2 -1.0 0.1
S 2.89703 -1.25335 0.31407 -1.5 1.9 0.0
H 2.27387 1.63641 -1.74365 0.5 -0.1 0.7
H 3.95487 -0.29904 -1.63473 3.0 -0.9 -3.0
H 0.45728 2.07582 1.82015 0.8 -1.0 -1.4
H 0.71037 2.78996 0.23925 0.7 0.4 0.0
H -2.39031 -2.42819 0.98595 -0.4 0.1 0.0
H -3.99990 -2.25732 0.24175 -0.3 1.2 0.0
H -2.49809 -2.44771 -0.73672 -1.0 -0.2 0.6
H -3.04301 0.02394 -0.42042 -0.4 -0.3 -0.6

***

(4)
41
Properties=species:S:1:pos:R:3:forces:R:3 method="wB97M-V/def2-TZVPD" charge=0 relative_energy_ev=16.203 homo_lumo_gap_ha=0.3375 energy_ha=-899.96962
C 0.45292 0.07666 -3.77277 -1.3 1.4 0.9
C 0.64031 -0.93573 -2.64049 0.4 0.6 -2.2
C -0.55482 -1.16994 -1.74092 -1.0 1.8 -0.3
O -0.83832 0.09057 -1.06179 -3.7 -3.1 -1.3
C -1.87314 -0.03822 -0.07409 0.1 -0.8 -0.8
N 1.01339 -2.16772 -3.32443 0.5 -0.9 1.6
H -0.21159 -0.30032 -4.55021 0.1 -0.3 -0.1
H 1.33978 0.52545 -4.22016 0.3 -0.7 0.2
H -0.06129 0.94193 -3.35445 -0.2 0.2 0.0
H 1.53527 -0.64374 -2.09104 -0.3 0.2 0.3
H -0.44386 -1.99811 -1.04097 0.2 0.1 -0.1
H -1.45245 -1.44636 -2.29405 -0.1 0.2 -0.5
H -2.75693 -0.55938 -0.44206 -0.2 0.5 -0.5
H -2.08044 0.95416 0.32630 -0.3 -0.4 -0.5
H -1.51507 -0.69304 0.72033 -0.6 0.1 -0.4
H 1.33448 -2.59420 -2.46704 0.9 -1.6 -0.4
H 0.19087 -2.71927 -3.52282 -0.5 0.0 -0.5
O 0.62737 0.77398 3.65217 1.7 0.8 4.9
H 0.08180 0.22520 4.21557 0.1 0.1 0.5
H 0.41454 0.49114 2.76283 0.7 -0.9 1.6
O -1.93172 0.64366 2.27032 -12.4 0.5 5.0
H -1.84141 0.32525 3.16847 -0.5 0.2 0.3
H -1.03224 0.77723 1.97145 -6.0 0.5 2.6
O 2.05657 1.19865 1.35011 2.5 0.6 1.0
H 1.25501 1.26351 1.86927 2.0 -0.9 0.3
H 2.64381 1.85048 1.73286 0.6 -0.1 0.2
O 0.15176 2.45883 0.78275 -2.7 7.3 2.1
H -0.33619 3.27990 0.71960 -0.6 0.6 -0.3
H 0.43290 2.41643 1.69675 0.8 2.0 0.8
O -0.74015 -2.04707 2.57691 -0.2 -0.3 0.4
H -0.37891 -1.24871 2.19173 0.0 -0.4 0.3
H -0.52053 -2.73651 1.95028 0.1 -0.2 0.0
O 0.67656 -0.97589 0.46633 2.7 -3.6 -0.4
H 0.83585 -1.86048 0.13720 -0.1 -0.2 0.3
H 1.29055 -0.42498 -0.01922 0.7 1.4 -0.4
O 1.02571 1.29986 -0.77570 3.3 -0.3 -3.1
H 0.14687 0.99997 -1.00794 0.0 0.3 -0.5
H 0.87910 2.02722 -0.17098 1.8 -0.7 -1.7
O -0.14294 0.59087 1.72312 11.5 -3.1 -6.4
H -0.26495 1.41549 1.25265 -0.6 0.2 -1.9
H -0.04866 -0.06686 1.03411 0.3 -1.1 -1.0

***

(5)
69
Properties=species:S:1:pos:R:3:forces:R:3 method="wB97M-V/def2-TZVPD" charge=+1 homo_lumo_gap_ha=0.2675 energy_ha=-4331.59485
Cd 0.26549 -0.06203 1.21801 0.2 0.6 0.1
Se 4.87641 5.63467 4.41720 -0.1 -0.1 -0.1
N 4.85158 4.83387 2.85884 0.1 -0.4 -1.1
C 3.79121 4.05285 2.78534 0.6 0.8 0.8
C 3.45764 3.22655 1.66039 -0.5 -0.6 -0.5
C 4.27371 3.14729 0.52714 -0.3 -0.2 0.1
C 3.90723 2.30552 -0.49963 -0.1 0.1 0.1
C 2.72790 1.57330 -0.37215 0.1 0.0 -0.3
N 1.94237 1.64345 0.69085 -0.4 -0.4 0.3
C 2.28097 2.44667 1.71285 0.8 0.3 -0.4
C 1.42452 2.47656 2.89737 -0.1 0.3 0.8
N 0.30969 1.72925 2.90900 0.1 -0.5 -0.5
C -0.45439 1.71391 3.98920 -0.2 0.0 0.2
C -0.15984 2.43148 5.14688 0.1 0.1 -0.2
C 0.97451 3.21355 5.16104 0.0 -0.2 -0.3
C 1.78106 3.25694 4.01865 -0.7 -0.6 -0.2
C 2.96728 4.05964 3.95329 1.0 0.9 0.3
N 3.39652 4.84623 4.92198 -1.0 -0.5 0.5
H 5.17449 3.74037 0.49975 0.1 0.0 -0.1
H 4.51515 2.19787 -1.38410 0.0 0.0 -0.1
H 2.40918 0.90065 -1.16418 0.0 0.0 0.1
H -1.34859 1.09807 3.94212 0.1 0.0 0.0
H -0.80874 2.36272 6.00493 -0.1 0.0 0.0
H 1.27249 3.78860 6.02314 0.0 0.1 0.1
C 0.07519 -2.18236 0.95310 -0.2 0.2 -0.7
Si -0.83777 -2.28339 -0.70950 0.2 -0.1 0.5
C -2.16502 -0.86958 -0.65561 0.2 -0.6 -0.1
N -1.60465 0.43385 -0.25522 0.1 0.1 0.2
C -2.56730 1.33942 0.42313 -0.1 0.4 0.3
C -3.01949 2.53026 -0.43047 -0.1 -0.2 -0.1
C -3.25403 2.06575 -1.86358 0.1 0.1 0.0
C -1.92145 1.60768 -2.47374 0.0 -0.2 0.1
C -0.95683 1.12432 -1.37563 0.2 0.3 -0.4
C 0.36663 -1.98584 -2.15424 -0.3 -0.2 0.5
C 1.74360 -1.96853 -1.94663 0.0 0.0 0.2
C 2.62832 -1.92131 -3.00997 0.2 0.0 -0.1
C 2.14914 -1.86693 -4.30847 0.1 0.1 0.0
C 0.78310 -1.83731 -4.53359 -0.1 0.0 -0.1
C -0.09591 -1.90286 -3.46737 -0.1 0.0 0.1
C -1.63266 -4.00132 -0.80862 0.1 0.6 -0.2
C -0.78013 -5.08596 -0.60227 0.0 0.1 0.0
C -1.27211 -6.37094 -0.47902 0.0 -0.1 0.0
C -2.63679 -6.59327 -0.57635 -0.1 0.0 0.0
C -3.49634 -5.53557 -0.82509 -0.1 -0.1 0.0
C -2.99589 -4.24855 -0.93939 0.0 0.2 0.0
H 1.03938 -2.68278 0.94843 0.1 0.0 0.0
H -0.51862 -2.62652 1.75313 -0.1 0.1 0.0
H -2.89903 -1.16711 0.09490 0.0 -0.1 0.0
H -2.70013 -0.80052 -1.60652 -0.1 0.0 -0.1
H -2.09531 1.72250 1.34241 -0.2 -0.1 -0.1
H -3.45327 0.76234 0.70361 0.2 0.0 0.0
H -2.26902 3.32366 -0.41593 0.0 0.0 0.0
H -3.93673 2.93915 -0.00464 0.1 0.0 0.1
H -3.69253 2.86962 -2.45671 0.0 -0.1 0.0
H -3.97415 1.24240 -1.84838 0.0 0.0 -0.1
H -1.44201 2.43358 -3.00245 0.0 0.0 0.0
H -2.08982 0.82132 -3.20961 0.0 0.0 -0.1
H -0.42914 1.99008 -0.95859 0.0 -0.1 0.0
H -0.21042 0.45121 -1.80678 0.0 0.1 0.0
H 2.13260 -2.01801 -0.93556 0.0 -0.1 0.0
H 3.69363 -1.95334 -2.83324 0.1 0.0 0.0
H 2.83827 -1.84917 -5.13993 0.0 0.0 -0.1
H 0.40704 -1.78539 -5.54442 -0.1 0.0 -0.1
H -1.16040 -1.90281 -3.65415 -0.2 -0.1 -0.1
H 0.28311 -4.90669 -0.52919 0.2 -0.1 0.1
H -0.60083 -7.19605 -0.28753 0.0 0.0 0.0
H -3.02892 -7.59185 -0.45200 0.0 -0.1 0.0
H -4.55927 -5.71713 -0.90958 0.0 0.0 0.0
H -3.67188 -3.42402 -1.12661 -0.1 0.0 0.0

***

(6)
12
Properties=species:S:1:pos:R:3:forces:R:3 method="wB97M-V/def2-TZVPD" smiles="C=C1C=NO[C@H]1O" charge=0 relative_energy_ev=4.003 homo_lumo_gap_ha=0.3524 energy_ha=-360.52230
C -1.46995 0.50062 -0.99960 0.2 -1.6 1.0
C -0.60820 -0.05863 -0.15480 2.7 -0.9 0.4
C -0.39335 -1.47517 0.30547 -0.4 1.5 -1.0
N 0.75083 -1.74969 0.79314 -1.5 -1.9 0.4
O 1.45542 -0.71037 1.11394 -0.8 3.7 -1.0
C 0.63120 0.60909 0.46123 1.4 -2.4 0.2
O 1.58261 1.23357 -0.28433 -1.9 0.2 -1.7
H -1.15196 1.48225 -1.27963 -0.9 0.6 -0.7
H -2.33463 -0.12297 -1.31558 0.6 1.1 -0.1
H -1.10142 -2.19794 0.02652 -0.5 -1.3 -0.2
H 0.19054 1.12807 1.26351 0.5 1.1 1.6
H 2.44892 1.36116 0.07013 0.5 -0.2 1.1

***

(7)
21
Properties=species:S:1:pos:R:3:forces:R:3 method="wB97M-V/def2-TZVPD" smiles=O.O.O.O.O.O.O charge=0 relative_energy_ev=0.797 homo_lumo_gap_ha=0.4267 energy_ha=-535.09453
O 1.15426 2.16020 0.58606 -0.6 -0.9 -0.1
H 1.19998 1.30949 0.08562 0.2 0.1 0.4
H 2.04785 2.46432 0.63262 0.8 0.4 0.1
O 1.78021 -3.03764 -0.16781 0.1 -1.2 1.5
H 0.86552 -3.06164 0.26770 0.9 0.0 -0.9
H 2.30273 -3.72992 0.31915 -0.7 1.2 -0.8
O -1.67463 1.71977 1.80029 0.0 -0.3 -0.2
H -0.78553 2.04647 1.61615 0.2 0.0 0.1
H -2.15018 1.89895 0.98281 -0.1 0.5 0.0
O -0.78556 2.69792 -1.02320 -0.7 0.4 -1.0
H -0.03758 2.72231 -0.39704 0.2 0.5 -0.4
H -0.68714 3.38323 -1.72254 0.1 -0.8 1.0
O -0.75555 -2.86847 0.41360 -1.2 -1.3 0.0
H -1.07379 -2.05554 -0.00061 0.0 0.8 0.0
H -1.45478 -3.52287 0.18581 0.9 0.5 0.3
O -1.65682 -0.43214 -0.35260 -0.3 0.8 0.8
H -1.15956 0.12149 -0.95336 0.2 0.1 -0.6
H -1.70380 0.18369 0.41865 0.0 -0.9 -0.2
O 1.48786 -0.35220 -0.69320 -0.4 1.1 -0.7
H 1.88085 -1.17325 -0.38066 0.0 -0.7 -0.1
H 1.20566 -0.47418 -1.61743 0.4 -0.2 0.7

***

(8)
18
Properties=species:S:1:pos:R:3:forces:R:3 method="wB97M-V/def2-TZVPD" charge=0 relative_energy_ev=3.554 homo_lumo_gap_ha="0.2565 / 0.2564" energy_ha=-344.00610
C -0.59742 1.59682 1.54060 -0.1 -0.2 0.2
C -1.40649 -1.63853 -0.18925 -0.1 0.1 0.0
C 1.19264 0.13580 0.32371 -0.6 0.5 0.8
C -0.12768 0.43850 0.73865 0.8 0.0 -0.1
C -0.85650 -0.23912 -0.33394 1.1 -0.7 -0.6
C 1.31433 -0.36229 -2.06595 -0.4 -0.1 0.4
N 0.73779 -0.43562 -0.92612 -1.1 0.5 -0.4
N 2.42802 0.32492 0.58241 0.3 -0.2 -0.1
H 2.57755 0.64904 1.53266 -0.1 0.1 -0.1
H -1.52400 0.39098 -0.94433 0.2 0.0 -0.2
H 0.24757 2.16643 1.93186 0.0 0.0 0.0
H -1.21439 2.27192 0.93487 0.0 0.0 0.0
H -1.21271 1.28420 2.38974 0.0 0.1 0.0
H 0.77490 -0.63823 -2.96177 0.0 0.0 0.0
H 2.33351 0.00243 -2.11784 0.1 -0.1 0.1
H -1.61628 -2.08614 -1.16379 0.0 0.0 0.0
H -0.70679 -2.27122 0.35634 0.0 0.1 0.0
H -2.34405 -1.58987 0.37214 0.0 0.0 0.0